Entry 1:
Here is CClF2O2S as an isolated structure from the OMol25 dataset. Energies are from ωB97M-V with the def2-TZVPD basis set.

* total charge: -1
* energy relative to the best compared isomer or geometry (same formula, charge and spin): 14.1 kcal/mol
* frontier orbital gap (alpha / beta): 4.7 / 5.8 eV
* highest occupied orbital energy (alpha / beta): -0.918 / -4.553 eV
* multiplicity: 3

CARTESIAN COORDINATES (ANGSTROEM)
1 C -1.90518 0.06652 0.38274
2 O 2.21069 -1.27868 -0.64267
3 O 2.78171 0.75433 0.62200
4 F -1.80947 1.13768 -0.48379
5 F -2.10687 -1.01630 -0.47449
6 S 1.98364 0.11651 -0.38824
7 Cl -0.22340 -0.05555 0.97221

Atomic forces in eV per Å
2.4 -0.5 -2.9
0.8 -3.7 -0.5
2.4 1.5 2.8
-1.3 -0.4 1.0
-0.5 1.1 1.5
-1.4 2.3 -3.1
-2.4 -0.2 1.1


Entry 2:
Here is a 5-piece molecular cluster, C14H16B2Cl16N3O3 overall from the OMol25 dataset. Energies are from ωB97M-V with the def2-TZVPD basis set.

* total charge: -1
* frontier orbital gap: 6.2 eV
* highest occupied orbital energy: -4.687 eV

CARTESIAN COORDINATES (ANGSTROEM)
1 C 5.24852 0.16893 0.71842
2 C 5.11505 -1.31123 0.29791
3 C 4.17959 -1.52490 -0.93042
4 O 3.31239 -0.44419 -1.14668
5 C 1.93123 -0.82966 -1.28786
6 B 1.00319 -0.33452 0.02080
7 N 1.97546 0.27380 1.11699
8 C 1.47116 1.14278 1.79461
9 O 0.81468 1.78490 2.57295
10 B -0.12908 0.82302 -0.56650
11 N 0.25561 2.12800 -1.17861
12 O -1.54040 0.56267 -0.52683
13 C 0.11024 -1.55673 0.63369
14 C -0.14627 -1.70338 1.98442
15 C -0.94888 -2.74435 2.41235
16 C -1.46798 -3.58771 1.46637
17 N -1.24282 -3.51358 0.17027
18 C -0.47343 -2.50081 -0.19015
19 H 5.11861 0.87777 -0.09725
20 H 4.59805 0.39593 1.55793
21 H 6.27502 0.30896 1.09262
22 H 4.67320 -1.84305 1.14318
23 H 6.10005 -1.69932 0.02724
24 H 4.80394 -1.66118 -1.83176
25 H 3.66157 -2.47883 -0.77289
26 H 1.80127 -1.88443 -1.53609
27 H 1.56398 -0.26437 -2.15858
28 H -0.40735 2.27095 -1.94254
29 H 0.01184 2.84273 -0.48928
30 H -1.75966 -0.07769 -1.21144
31 H 0.25640 -1.00010 2.70394
32 H -1.15994 -2.82764 3.46994
33 H -2.13272 -4.40968 1.79875
34 H -0.29157 -2.39568 -1.26220
35 C -3.00999 4.88012 -0.03074
36 Cl -1.79104 3.88214 0.75115
37 Cl -4.36114 5.15137 1.08178
38 Cl -2.30316 6.44161 -0.48051
39 Cl -3.59841 4.05751 -1.48295
40 C -5.97954 8.32439 -1.12506
41 Cl -5.20260 7.12677 -2.16377
42 Cl -6.83600 9.50840 -2.12662
43 Cl -7.13418 7.51940 -0.05504
44 Cl -4.75812 9.15392 -0.15374
45 C 2.91564 -2.45858 -4.97895
46 Cl 1.44279 -2.22046 -4.04614
47 Cl 3.91039 -3.69966 -4.20417
48 Cl 2.50753 -2.97894 -6.62697
49 Cl 3.81775 -0.94125 -5.04795
50 C -4.43778 -5.34432 4.56524
51 Cl -3.72779 -5.50559 6.18099
52 Cl -3.31130 -4.49638 3.50060
53 Cl -4.77220 -6.95500 3.91021
54 Cl -5.95179 -4.43285 4.67935

Atomic forces in eV per Å
1.1 -0.4 0.3
-0.8 0.8 -0.5
0.8 0.0 0.2
-0.3 -0.9 -0.2
-0.7 1.4 0.4
-0.2 -0.7 -0.6
-0.4 1.6 0.8
-1.1 -1.5 0.9
1.3 0.2 -1.1
-0.3 0.1 0.2
-0.3 -0.3 0.2
0.5 0.4 -0.9
1.1 0.7 0.2
0.0 0.0 0.2
0.3 0.8 0.4
-1.1 -1.6 0.8
-0.1 0.1 -0.3
0.3 0.2 -1.0
-0.3 -0.1 0.0
-0.3 0.2 -0.3
-0.1 0.1 0.0
0.4 -0.2 0.0
-0.1 -0.3 0.3
0.0 0.0 0.1
-0.2 0.2 -0.1
0.4 -0.1 0.2
0.2 -0.2 -0.1
-0.1 0.3 0.2
0.4 0.0 -0.3
-0.2 -0.4 0.4
0.1 0.0 0.0
-0.1 -0.3 0.0
0.9 0.5 -0.9
-0.1 -0.2 0.0
0.2 -0.1 0.0
-0.3 0.2 0.2
0.0 0.0 0.0
0.1 -0.1 0.0
0.0 0.0 0.0
0.0 -0.1 0.0
-0.2 0.1 0.0
0.0 0.0 0.0
0.0 0.0 0.0
-0.1 0.0 0.0
-0.1 0.1 0.1
0.0 -0.2 -0.5
0.0 0.0 0.0
0.0 0.0 0.0
0.0 -0.1 0.0
0.1 0.2 0.0
0.0 0.0 0.0
-0.9 -0.4 0.8
0.0 0.0 0.0
0.0 0.0 0.0


Entry 3:
Here is a 6-piece molecular cluster, C7H25N8O6 overall from the OMol25 dataset. Energies are from ωB97M-V with the def2-TZVPD basis set.

* total charge: -1
* frontier orbital gap: 6.5 eV
* highest occupied orbital energy: -3.922 eV

CARTESIAN COORDINATES (ANGSTROEM)
1 C 7.21007 9.61580 14.40484
2 O 8.02270 10.01434 15.43341
3 H 6.32973 9.05109 14.77828
4 H 6.81516 10.53842 13.90216
5 H 7.70987 9.03894 13.59440
6 C 4.17211 7.77807 12.81790
7 C 3.18854 7.74897 13.95650
8 O 2.30338 8.89760 13.85654
9 H 4.68066 8.74443 12.85275
10 H 3.70182 7.75948 11.83246
11 H 4.93660 7.01261 12.94019
12 H 3.79190 7.90805 14.85863
13 H 2.56017 6.87252 14.11520
14 H 2.26681 9.28348 14.73393
15 C 5.45637 8.78078 18.55678
16 O 6.65090 8.61202 18.50949
17 N 4.66943 8.21082 19.53173
18 N 4.73006 9.45339 17.61328
19 H 5.03152 7.53625 20.17671
20 H 3.67034 8.30713 19.53270
21 H 3.73968 9.59360 17.66856
22 H 5.21894 9.90201 16.85679
23 C 11.63564 8.48849 13.91792
24 O 11.48529 8.41639 15.11113
25 N 10.65557 8.31288 12.97421
26 N 12.87248 8.76035 13.35581
27 H 10.87050 7.93465 12.07145
28 H 9.68167 8.35004 13.22866
29 H 13.01162 8.65638 12.36614
30 H 13.67620 8.55888 13.92354
31 C 10.72802 12.63849 14.88930
32 O 11.74656 13.16564 14.45860
33 N 10.19962 11.46166 14.50776
34 N 9.88402 13.32336 15.75795
35 H 9.31203 11.13555 14.92664
36 H 10.76705 10.84711 13.96015
37 H 9.27980 12.77964 16.35068
38 H 10.34813 14.14225 16.10760
39 C 4.84371 12.32315 16.04037
40 O 4.14988 12.83386 16.90925
41 N 4.28352 11.56434 15.04049
42 N 6.16588 12.62445 15.82937
43 H 4.80311 11.25504 14.23788
44 H 3.30586 11.35991 15.11393
45 H 6.79959 11.99117 15.35060
46 H 6.40762 13.03540 16.72344

Atomic forces in eV per Å
0.5 1.3 1.1
-0.2 0.2 -0.5
-0.1 -0.3 -0.4
-0.4 -0.3 -0.6
-0.1 -0.2 -0.1
-0.1 0.4 -0.3
0.1 1.2 0.9
0.1 -0.3 -0.1
0.1 -0.1 0.2
-0.1 -0.4 0.1
-0.1 -0.1 -0.2
-0.1 -0.4 0.1
0.2 -0.3 -0.4
-0.1 0.0 0.0
-0.2 -0.7 -0.4
0.1 0.1 0.2
-0.8 0.0 0.6
0.1 0.2 -0.3
0.4 0.1 -0.1
0.0 0.1 -0.1
0.0 0.1 0.2
0.2 0.0 0.1
0.5 -0.6 -0.1
-0.2 0.2 0.2
-0.5 0.2 -0.2
0.3 -0.1 -0.2
0.1 0.2 0.0
0.1 -0.1 0.4
-0.1 0.1 0.0
-0.1 0.1 0.2
-0.9 -0.1 -0.5
0.4 -0.1 0.1
0.3 0.5 0.1
0.4 0.3 -0.2
-0.1 -1.0 -0.1
0.0 -0.1 0.0
0.1 0.1 0.2
-0.3 0.0 0.4
-0.4 0.5 -2.0
0.3 -0.4 0.4
-0.1 -0.4 0.4
-1.0 0.5 1.3
0.1 -0.1 0.1
0.0 0.1 -0.2
0.2 -0.4 0.5
1.2 0.0 -0.4


Entry 4:
Here is C20H16N3O4PdS as an isolated structure from the OMol25 dataset. Energies are from ωB97M-V with the def2-TZVPD basis set.

* total charge: +1
* energy relative to the best compared isomer or geometry (same formula, charge and spin): 19.1 kcal/mol
* frontier orbital gap (alpha / beta): 6.0 / 6.0 eV
* highest occupied orbital energy (alpha / beta): -11.769 / -11.769 eV

CARTESIAN COORDINATES (ANGSTROEM)
1 Pd 1.06905 1.27337 -0.15452
2 O 4.09541 1.87717 2.32021
3 C 3.15057 2.00762 1.59850
4 O 2.29726 1.00747 1.35497
5 C 2.79734 3.29339 0.87987
6 C 3.34267 4.55668 1.02650
7 C 2.80515 5.59129 0.26749
8 C 1.74131 5.36476 -0.60552
9 C 1.25341 4.07552 -0.70600
10 N 1.79617 3.12220 0.03357
11 C 0.10172 3.57396 -1.54764
12 O -0.58795 4.27185 -2.23198
13 O -0.09870 2.25450 -1.43460
14 H 4.15948 4.69852 1.71981
15 H 3.21399 6.58814 0.35735
16 H 1.29109 6.14964 -1.19648
17 C 1.95259 -3.10602 -1.11011
18 C 1.01271 -2.39367 -1.83493
19 C 1.00393 -1.00056 -1.79915
20 C 1.95737 -0.41060 -0.98843
21 C 2.95784 -1.05730 -0.29274
22 C 2.92816 -2.44960 -0.37869
23 H 1.94634 -4.18636 -1.14348
24 H 0.27016 -2.90155 -2.43612
25 H 0.32870 -0.42362 -2.41776
26 H 3.73100 -0.54989 0.25852
27 H 3.68920 -3.00669 0.15068
28 N -2.35035 0.94303 -1.11137
29 C -2.14688 -0.01061 -0.20758
30 S -0.73527 -0.01360 0.78781
31 N -3.09574 -0.93790 -0.05722
32 C -3.17835 -2.18097 0.64875
33 C -4.09791 -3.08205 0.11692
34 C -4.25971 -4.32988 0.68994
35 C -3.50683 -4.68624 1.79907
36 C -2.61769 -3.77276 2.34063
37 C -2.45027 -2.51214 1.78148
38 H -1.60659 1.59577 -1.32361
39 H -3.14600 0.90816 -1.72928
40 H -3.89052 -0.80804 -0.67094
41 H -4.68482 -2.81027 -0.75270
42 H -4.97637 -5.02056 0.26836
43 H -3.62499 -5.66292 2.24633
44 H -2.05257 -4.02554 3.22732
45 H -1.78509 -1.81367 2.25678

Atomic forces in eV per Å
-1.1 1.0 1.0
0.0 0.4 0.0
0.0 -0.5 0.1
0.2 -0.1 0.2
0.0 0.2 0.1
0.0 -0.2 0.1
0.0 0.0 -0.1
-0.1 -0.1 0.0
0.0 0.3 -0.1
0.8 -0.3 -0.7
-0.2 -0.2 -0.3
0.2 0.1 0.1
0.1 0.1 -0.4
0.0 0.1 0.0
0.0 0.0 0.0
0.0 0.0 0.0
0.1 -0.1 0.0
0.1 0.2 -0.3
0.5 0.2 -0.1
-0.6 -0.8 0.4
-0.3 0.3 -0.4
0.2 0.0 -0.2
0.0 0.0 0.1
0.0 0.0 0.0
-0.2 0.0 0.3
-0.1 0.0 0.3
0.0 0.0 0.0
-0.5 -0.7 0.1
0.0 0.0 -0.2
0.6 -0.4 0.0
-0.1 0.2 0.0
0.0 0.0 -0.1
0.1 -0.1 0.0
0.0 0.0 0.0
0.0 0.0 0.0
0.0 0.0 0.0
-0.1 0.0 0.0
0.3 0.4 -0.1
0.0 0.0 0.0
0.0 0.0 0.1
0.0 0.0 0.0
0.0 0.0 0.0
0.0 0.0 0.0
0.0 0.0 0.0
0.1 0.1 0.0


Taking the records one at a time from the top gives maximum force values of 4.08; 2.09; 2.13; 1.78 eV Å⁻¹.